DFT (ωB97M-V with the def2-TZVPD basis set) results for a 10-piece molecular cluster, C41H99N3O10 overall in a non-equilibrium geometry.

Values from the calculation:
HOMO: -8.34 eV
molecular weight: 794.3 g/mol
LUMO level: 0.099 eV

Structure (ORCA input):
```
! RIJCOSX wB97M-V def2-TZVPD def2/J DEFGRID3
* xyz 0 1
C 5.1230 -3.9054 1.0465
C 6.2580 -3.7185 2.0333
C 7.4320 -3.3595 1.1366
C 5.9892 -2.3536 2.8375
C 5.0832 -2.5505 4.0131
C 5.4340 -3.6507 4.8979
C 5.6139 -4.9567 4.1150
C 6.2405 -6.0269 5.1141
C 4.2136 -5.5400 3.6368
N 6.4971 -4.8717 2.9571
O 6.7216 -6.1747 2.3079
H 5.0240 -3.3851 0.0938
H 5.1756 -4.9398 0.7070
H 4.1151 -3.8015 1.4484
H 7.3401 -2.3760 0.6756
H 8.4089 -3.2245 1.6008
H 7.7415 -4.1827 0.4927
H 6.8795 -1.9523 3.3217
H 5.7450 -1.5439 2.1498
H 5.0082 -1.5506 4.4405
H 4.0976 -2.6740 3.5642
H 4.7174 -3.6799 5.7187
H 6.3565 -3.4230 5.4320
H 7.2308 -5.7385 5.4665
H 6.2782 -6.9657 4.5615
H 5.4925 -6.2356 5.8790
H 4.3036 -6.3218 2.8826
H 3.6673 -4.6974 3.2129
H 3.6186 -6.1608 4.3065
H 7.6786 -6.1652 2.3828
C -5.9133 -3.4455 -2.1502
C -5.6786 -2.5362 -3.3454
C -4.2011 -2.4764 -3.6909
C -6.3495 -3.1748 -4.5723
C -7.9133 -2.9411 -4.6194
C -8.1194 -1.4275 -4.4728
C -7.5504 -0.7127 -3.2356
C -7.6109 0.8586 -3.4874
C -8.3495 -1.0200 -1.9637
N -6.1701 -1.1274 -3.2034
O -5.5111 -0.5219 -2.1517
H -5.9341 -2.7979 -1.2737
H -6.8376 -4.0085 -2.2799
H -5.1541 -4.1495 -1.8094
H -3.6863 -3.3995 -3.9570
H -4.0052 -1.8931 -4.5906
H -3.6799 -1.9479 -2.8926
H -5.8467 -2.7836 -5.4568
H -6.3029 -4.2597 -4.6668
H -8.4403 -3.2384 -5.5261
H -8.4467 -3.4853 -3.8400
H -9.2022 -1.3092 -4.4325
H -7.9513 -1.0637 -5.4865
H -7.1038 1.0764 -4.4274
H -7.2205 1.3597 -2.6017
H -8.6159 1.2756 -3.5525
H -9.2770 -0.4625 -1.8333
H -7.7038 -0.7433 -1.1302
H -8.6143 -2.0771 -1.9410
H -5.7522 -1.0736 -1.4040
C -6.4170 -1.9938 4.7973
C -4.9575 -2.5343 5.0713
C -4.7820 -2.2367 6.5742
C -4.9615 -4.0311 4.9479
C -3.6043 -4.6960 4.9026
C -2.6972 -3.9404 3.9522
C -2.6673 -2.3455 3.9904
C -1.7777 -1.9184 5.1564
C -2.1336 -1.8859 2.6398
N -4.0709 -1.8841 4.1241
O -4.3012 -0.5272 3.8760
H -7.2070 -2.2606 5.4993
H -6.5311 -0.9110 4.7461
H -6.7618 -2.2718 3.8013
H -3.8360 -2.6834 6.8802
H -4.7593 -1.1511 6.6695
H -5.5642 -2.6611 7.2035
H -5.5339 -4.5398 5.7236
H -5.4182 -4.1390 3.9641
H -3.2356 -4.9634 5.8928
H -3.6483 -5.7185 4.5275
H -3.0532 -4.1464 2.9428
H -1.7265 -4.4278 4.0435
H -0.7816 -2.3188 4.9679
H -2.0948 -2.2315 6.1511
H -1.7305 -0.8450 5.3398
H -2.8455 -1.9946 1.8216
H -1.2192 -2.3624 2.2862
H -2.1311 -0.7966 2.6021
H -4.2273 -0.1151 4.7399
C 5.1252 8.0602 -0.8802
C 3.7194 8.0802 -0.1833
O 2.7118 8.1748 -1.1608
H 5.6849 8.9216 -0.5159
H 4.8483 8.3092 -1.9046
H 5.5909 7.1205 -0.5831
H 3.7773 8.9256 0.5023
H 3.5674 7.1804 0.4128
H 1.8623 8.4546 -0.8120
C 1.8565 1.2225 -1.5439
C 2.3829 2.6026 -1.9802
O 2.1562 2.7346 -3.3389
H 2.5228 0.3716 -1.6859
H 0.8357 0.9460 -1.8076
H 1.7364 1.5224 -0.5029
H 3.4513 2.6762 -1.7773
H 1.8700 3.4316 -1.4925
H 1.2805 3.0897 -3.5085
C -1.7489 2.4994 -5.6092
C -2.3580 3.7588 -4.9964
O -1.3761 4.6316 -4.5449
H -1.1174 1.9456 -4.9145
H -1.2447 2.6754 -6.5594
H -2.7144 1.9978 -5.6748
H -3.0535 3.6117 -4.1701
H -3.0223 4.1858 -5.7476
H -1.7925 5.4911 -4.4480
C 3.6017 4.3155 5.6848
C 2.3099 4.6578 5.0076
O 2.2752 5.9187 4.5165
H 3.6297 3.2687 5.9874
H 3.7938 4.9882 6.5206
H 4.3535 4.7289 5.0125
H 1.4858 4.5180 5.7072
H 2.0022 4.0583 4.1509
H 1.4728 5.9570 3.9909
C -1.9375 4.4502 0.9604
C -2.5764 5.6743 1.7585
O -1.6491 6.6501 2.0248
H -1.2657 3.8697 1.5926
H -1.3709 4.9349 0.1653
H -2.6821 3.8974 0.3876
H -3.0907 5.2240 2.6076
H -3.2978 6.0726 1.0450
H -1.5439 7.2691 1.2985
C 4.4356 -1.2305 -6.5529
C 4.8032 -1.0119 -7.9969
O 4.6175 0.3190 -8.2892
H 4.9622 -0.4936 -5.9466
H 4.6962 -2.2282 -6.1995
H 3.4106 -1.0051 -6.2584
H 4.2042 -1.6630 -8.6336
H 5.8274 -1.3677 -8.1088
H 3.6771 0.5107 -8.2658
C 7.7594 5.8572 -5.8628
C 6.3929 5.8443 -6.6016
O 5.4324 6.7355 -5.9921
H 8.3524 6.7487 -6.0671
H 8.2949 4.9644 -6.1856
H 7.7181 5.5927 -4.8062
H 6.0289 4.8281 -6.7535
H 6.5579 6.2091 -7.6154
H 5.0995 6.4793 -5.1288
*
```

Atomic partial charges in e from the Mulliken method, atoms 1 to 5: -1.66 1.73 -1.98 -1.27 -0.65


DFT (ωB97M-V with the def2-TZVPD basis set) results for a 8-piece molecular cluster, C42H102F6N9O10P overall in a non-equilibrium geometry.

Values from the calculation:
HOMO (spin up / spin down): -20.99 / -20.99 eV
expectation value of S²: 0.7647
molecular weight: 1038.3 g/mol
LUMO level (spin up / spin down): -15.529 / -19.716 eV

Structure (ORCA input):
```
! RIJCOSX wB97M-V def2-TZVPD def2/J DEFGRID3
* xyz 7 2
P -0.7445 -0.9487 0.7264
F -2.2169 -1.2125 0.0687
F -1.0402 -1.7655 2.0792
F -0.3542 -2.3548 0.0530
F 0.7489 -0.5610 1.2608
F -0.3922 -0.0333 -0.6394
F -1.3773 0.4243 1.3570
C -5.2384 -0.2062 1.3190
C -5.8921 -1.3175 2.1657
N -4.8777 -2.3521 2.3490
C -4.4414 -3.1895 1.3544
C -3.4327 -3.9552 1.8460
N -3.1628 -3.5612 3.0931
C -4.0428 -2.5604 3.4137
C -2.0332 -3.9457 3.9824
H -5.7566 0.7131 1.5915
H -5.4209 -0.4707 0.2774
H -4.1505 -0.1400 1.3102
H -6.8455 -1.5851 1.7100
H -6.1705 -0.8907 3.1292
H -4.8637 -3.2556 0.3626
H -2.8155 -4.7414 1.4369
H -4.1503 -2.2058 4.4282
H -1.5413 -3.0500 4.3615
H -1.3163 -4.5399 3.4158
H -2.3135 -4.5348 4.8556
C 0.5463 3.0141 3.3500
C 0.9043 2.6898 4.7944
N 1.6099 1.4513 4.9022
C 1.1837 0.2457 4.2712
C 2.0697 -0.6595 4.6665
N 2.9698 -0.0841 5.5386
C 2.6578 1.2525 5.6259
C 4.0550 -0.6834 6.2300
H -0.0694 3.9072 3.2435
H 0.0362 2.1358 2.9544
H 1.4051 3.0912 2.6832
H -0.0305 2.5403 5.3346
H 1.5136 3.4076 5.3437
H 0.3065 0.1758 3.6452
H 2.0636 -1.7205 4.4648
H 3.2061 1.9759 6.2111
H 4.0185 -0.6573 7.3191
H 4.9738 -0.4120 5.7102
H 4.0265 -1.7393 5.9607
C -2.4580 3.8016 1.3848
O -2.4542 4.6773 2.5294
C -2.0207 5.9512 2.1244
C -1.9646 6.9495 3.2531
N -3.4279 7.3473 3.6067
H -4.0116 6.5579 3.8438
H -3.4176 7.8303 4.4936
C -4.2007 8.3155 2.7252
C -3.8356 9.7902 2.7576
O -2.4156 10.0991 2.5497
C -2.0240 10.0100 1.1831
H -3.2895 3.9133 0.6889
H -2.4688 2.8080 1.8329
H -1.5994 3.8750 0.7173
H -2.5220 6.3253 1.2318
H -0.9909 5.7481 1.8307
H -1.4210 7.8504 2.9682
H -1.3466 6.6033 4.0815
H -5.1504 8.0111 3.1652
H -4.1784 7.7865 1.7725
H -4.1017 10.2235 3.7217
H -4.3595 10.4282 2.0460
H -0.9601 10.1853 1.0238
H -2.5515 10.7747 0.6130
H -2.2757 9.0034 0.8490
C 3.2143 -6.0841 -1.4381
O 4.1828 -5.2646 -0.8952
C 4.6092 -4.1978 -1.7396
C 5.3642 -3.1075 -1.0014
N 4.6098 -2.5914 0.2294
H 4.7065 -3.3092 0.9334
H 5.1300 -1.8132 0.6087
C 3.0866 -2.2282 -0.1069
C 3.0388 -0.9780 -0.9128
O 3.2231 -1.3827 -2.2649
C 3.3392 -0.3100 -3.1337
H 2.4119 -5.4721 -1.8500
H 2.6546 -6.6710 -0.7098
H 3.5635 -6.7922 -2.1895
H 3.8235 -3.7320 -2.3345
H 5.2257 -4.5498 -2.5667
H 5.5730 -2.2853 -1.6858
H 6.3785 -3.3771 -0.7070
H 2.8230 -2.1453 0.9475
H 2.5111 -3.0424 -0.5472
H 3.6755 -0.1621 -0.5708
H 2.0317 -0.5641 -0.8619
H 3.9732 0.4714 -2.7147
H 2.3651 0.1506 -3.2981
H 3.8178 -0.7442 -4.0115
C -4.7075 -6.5654 -0.8262
O -3.3890 -6.2000 -1.2940
C -3.2276 -6.3557 -2.7393
C -1.7822 -6.4899 -3.1625
N -1.2815 -7.8828 -2.9336
H -1.9926 -8.4633 -3.3548
H -0.4071 -7.9587 -3.4333
C -1.1077 -8.2681 -1.4771
C -0.0949 -7.3990 -0.6934
O -0.7438 -6.7791 0.3170
C 0.0844 -5.7969 0.9512
H -4.8278 -7.6433 -0.7179
H -5.4404 -6.0499 -1.4468
H -4.8536 -6.1487 0.1704
H -3.7299 -5.4545 -3.0909
H -3.7452 -7.2734 -3.0188
H -1.0407 -5.7508 -2.8593
H -1.7754 -6.2457 -4.2248
H -0.9621 -9.3386 -1.6213
H -2.0603 -8.1894 -0.9532
H 0.3364 -6.6735 -1.3831
H 0.7559 -8.0588 -0.5234
H -0.4068 -5.2281 1.7407
H 0.5076 -5.1089 0.2193
H 0.9660 -6.2790 1.3737
C -2.5606 -3.1320 -2.4691
O -1.7923 -3.5467 -3.5602
C -0.3561 -3.1638 -3.6444
C -0.0887 -1.6805 -3.7225
N -0.7618 -1.0084 -4.9940
H -0.1257 -1.2971 -5.7235
H -1.5890 -1.5341 -5.2378
C -0.9421 0.5096 -4.9946
C -2.1818 0.8249 -4.1615
O -3.3656 -0.0493 -4.3396
C -4.3545 0.1542 -3.3116
H -3.6110 -3.2113 -2.7493
H -2.2942 -2.1167 -2.1752
H -2.4326 -3.8644 -1.6721
H 0.0897 -3.6936 -4.4863
H 0.2016 -3.6271 -2.8305
H 1.0010 -1.6602 -3.7086
H -0.5255 -1.0545 -2.9444
H -1.0643 0.7541 -6.0498
H -0.0234 1.0454 -4.7558
H -2.4517 1.8809 -4.1747
H -1.8969 0.8207 -3.1094
H -5.3369 -0.2537 -3.5493
H -4.4901 1.2347 -3.2639
H -4.0717 -0.3093 -2.3665
C 7.9699 4.7837 -2.4450
O 6.6244 5.2446 -2.1831
C 5.8869 5.8330 -3.2218
C 4.5671 6.4888 -2.6622
N 3.5831 5.6240 -1.8604
H 2.8472 6.2545 -1.5758
H 3.2330 4.9482 -2.5243
C 4.0896 4.9325 -0.5137
C 3.0476 3.9371 0.1609
O 2.5973 3.0221 -0.7559
C 1.4313 2.2868 -0.3601
H 8.6761 5.5726 -2.7040
H 7.9978 4.0766 -3.2740
H 8.3185 4.3230 -1.5207
H 5.6689 5.0830 -3.9821
H 6.5525 6.4422 -3.8334
H 3.9920 6.8747 -3.5039
H 4.6807 7.4015 -2.0772
H 4.4548 5.6758 0.1950
H 4.9240 4.3100 -0.8366
H 2.3395 4.5895 0.6719
H 3.5373 3.3709 0.9532
H 1.4095 1.6221 -1.2238
H 0.5235 2.8662 -0.1920
H 1.5062 1.6413 0.5150
*
```

Atomic partial charges in e from the Mulliken method, atoms 1 to 5: 1.90 -0.54 -0.23 -0.53 -0.38


DFT (ωB97M-V with the def2-TZVPD basis set) results for C42H105K2N7O18S as an isolated structure in a non-equilibrium geometry.

Values from the calculation:
HOMO: -8.17 eV
molecular weight: 1106.6 g/mol
LUMO level: -0.060 eV

Structure (ORCA input):
```
! RIJCOSX wB97M-V def2-TZVPD def2/J DEFGRID3
* xyz 0 1
K -2.4764 1.1426 -1.3362
K 2.2269 -2.9929 -1.3999
S 0.0966 -0.6007 -1.3704
O -1.2625 -0.9953 -1.8657
O 0.5202 -1.5552 -0.3146
O 1.1287 -0.6346 -2.4678
O -0.0025 0.7904 -0.7898
C -3.2741 -3.3378 2.0877
O -2.2590 -2.9719 3.0523
C -0.9922 -2.9692 2.3877
C 0.0395 -2.3376 3.3013
N 0.2301 -3.0939 4.5513
C 0.7105 -2.1906 5.6276
C 2.2778 -2.0770 5.8824
O 2.5098 -0.9558 6.6634
C 3.9003 -0.5866 6.7103
H -3.3775 -2.6891 1.2323
H -4.2501 -3.4607 2.6425
H -3.0283 -4.3409 1.7578
H -0.9546 -2.3216 1.5095
H -0.7236 -4.0161 2.0850
H -0.3206 -1.3521 3.6123
H 1.0448 -2.2640 2.8396
H -0.6526 -3.5299 4.7594
H 0.2635 -2.4822 6.5745
H 0.3665 -1.1433 5.3959
H 2.7303 -1.9843 4.8761
H 2.6323 -2.8904 6.4324
H 4.5846 -1.4547 6.9918
H 4.0782 0.1929 7.3712
H 4.1660 -0.2956 5.6673
C 3.3040 -2.7052 1.8177
O 4.2895 -2.3710 0.8512
C 4.2641 -0.9467 0.7524
C 4.9630 -0.6456 -0.5906
N 4.0574 -0.9701 -1.7357
C 4.6996 -0.6334 -2.9546
C 3.9886 -1.2295 -4.1706
O 4.7263 -0.8818 -5.3557
C 4.2824 -1.6797 -6.4076
H 3.4387 -2.0544 2.6972
H 3.4437 -3.7251 2.1563
H 2.2507 -2.5839 1.4430
H 4.8122 -0.5230 1.5678
H 3.2599 -0.6420 0.7247
H 5.8160 -1.3538 -0.6769
H 5.3490 0.3858 -0.5498
H 3.2128 -0.4023 -1.6708
H 5.6729 -1.1476 -3.0649
H 4.8695 0.4672 -3.0947
H 2.9336 -0.8791 -4.2254
H 3.9047 -2.3487 -4.1613
H 4.6919 -1.3301 -7.3454
H 3.1830 -1.7586 -6.6331
H 4.7065 -2.7239 -6.3484
C 5.8015 3.4163 -3.6665
O 4.5295 4.0266 -3.4810
C 3.3714 3.3031 -3.9383
C 2.8165 2.2742 -2.9730
N 1.7493 2.9005 -2.2344
C 2.1565 3.7268 -1.0370
C 3.2433 3.0926 -0.1587
O 3.2464 3.6928 1.0810
C 4.4007 3.3461 1.8237
H 6.5097 4.2105 -3.5352
H 5.9387 2.9853 -4.7008
H 6.0544 2.7254 -2.8677
H 3.6493 2.8387 -4.8563
H 2.6158 4.0397 -4.1319
H 3.5720 1.7539 -2.3440
H 2.3848 1.4985 -3.5934
H 1.1444 2.1411 -1.9451
H 1.2508 3.8957 -0.4626
H 2.4437 4.7190 -1.4194
H 4.2041 3.1354 -0.6918
H 3.0227 2.0038 -0.1120
H 4.4090 2.3307 2.2986
H 4.4789 4.0912 2.6123
H 5.2492 3.3616 1.0974
C 0.2730 2.9103 -6.8108
O -0.6295 1.8568 -6.5971
C -0.2330 0.9678 -5.5164
C -1.4242 0.1580 -5.0009
N -2.4533 1.0632 -4.4778
C -3.7345 0.4153 -4.2428
C -4.9532 1.3289 -3.9629
O -4.7696 2.0009 -2.7590
C -5.7173 3.0863 -2.5984
H 1.3237 2.6733 -6.7848
H 0.0074 3.7126 -6.1133
H 0.0593 3.3357 -7.7963
H 0.1609 1.5539 -4.6614
H 0.6135 0.3681 -5.8518
H -1.0877 -0.4397 -4.1825
H -1.6820 -0.5100 -5.8449
H -2.5243 1.9363 -5.0785
H -3.7625 -0.2611 -3.4285
H -4.0247 -0.1115 -5.1275
H -5.8714 0.7341 -3.9576
H -5.1257 2.1360 -4.7542
H -5.6140 3.4833 -1.5946
H -6.7450 2.7442 -2.7026
H -5.6148 3.8544 -3.3836
C -4.4536 -0.0818 1.6289
O -3.2023 -0.0417 0.9217
C -2.1299 0.2975 1.7552
C -2.0359 1.7475 2.1104
N -1.7282 2.5886 0.9309
C -1.9492 4.0096 1.1774
C -3.4133 4.3369 0.9054
O -3.6722 5.7108 1.3948
C -5.0646 5.9074 1.4370
H -4.7747 0.9365 2.0347
H -4.4563 -0.6975 2.5408
H -5.1908 -0.4149 0.9258
H -1.2511 -0.0512 1.2697
H -2.2988 -0.2261 2.7050
H -1.2560 1.8696 2.9160
H -2.9736 2.0983 2.6162
H -0.8257 2.3353 0.5669
H -1.3851 4.6498 0.5402
H -1.7086 4.3126 2.1838
H -4.0350 3.5754 1.4575
H -3.5934 4.2111 -0.2100
H -5.5645 5.3058 2.1547
H -5.5748 5.8468 0.4382
H -5.2087 6.9859 1.7561
C -3.0487 4.9035 4.8893
O -2.8879 3.4814 4.9684
C -2.1994 3.0584 6.1986
C -0.8434 2.4559 5.8093
N -0.1813 3.3857 4.9062
C 1.2131 3.1321 4.7166
C 1.6608 1.6978 4.6647
O 1.0674 0.9721 3.6706
C 1.3797 1.4306 2.3812
H -3.4610 5.0345 3.8879
H -2.1204 5.4946 5.1095
H -3.8944 5.2852 5.5428
H -2.8021 2.3327 6.7049
H -2.0607 3.9584 6.8652
H -0.8996 1.4932 5.2976
H -0.3971 2.2133 6.7915
H -0.7156 3.3512 4.0256
H 1.8130 3.6224 5.5650
H 1.5235 3.6639 3.8353
H 1.4736 1.1181 5.5843
H 2.7534 1.8284 4.4321
H 2.4333 1.4507 2.2063
H 0.9193 2.4139 2.1548
H 0.9305 0.6998 1.7179
C -3.9585 -3.2912 -1.7384
O -3.0713 -4.3623 -1.4529
C -1.6743 -4.0828 -1.2385
C -1.1536 -5.4032 -0.7375
N -1.0920 -6.4519 -1.7497
C -0.6490 -7.7267 -1.2023
C -1.1542 -8.8095 -2.1792
O -2.5310 -8.7737 -2.2993
C -2.9667 -9.6708 -3.2701
H -4.9408 -3.7148 -1.8092
H -3.6961 -2.7923 -2.6718
H -3.9898 -2.5008 -0.9814
H -1.5075 -3.3166 -0.4855
H -1.1911 -3.9384 -2.1604
H -1.6321 -5.6680 0.2182
H -0.1259 -5.2004 -0.3967
H -1.9825 -6.6004 -2.2477
H -1.0752 -7.9635 -0.1699
H 0.4446 -7.7890 -1.1574
H -0.8042 -9.7600 -1.7789
H -0.6975 -8.5831 -3.1398
H -3.9966 -9.8199 -3.0992
H -2.4714 -10.5902 -3.0831
H -2.7598 -9.3058 -4.2794
*
```

Atomic partial charges in e from the Mulliken method, atoms 1 to 5: 0.99 0.71 0.98 -0.47 -0.46